(1)
Formula: C5H15NO2
Source: the OMol25 dataset
Level of theory: ωB97M-V with the def2-TZVPD basis set

Summary:
HOMO level (alpha / beta), eV: -13.7964 / -13.7643
2S+1: 2
Charge: +1
Calculated total energy, a.u.: -404.383987
ΔE to the lowest compared entry with this formula, charge and spin, kJ/mol: 196.8
LUMO level (alpha / beta), eV: -2.92 / -8.38
Expectation value of S²: 0.755

Cartesian coordinates (Å):
C1 -0.00105 -0.07672 3.06994
C2 -0.00079 -0.51357 1.58874
C3 0.34972 0.66200 0.59039
C4 -0.49988 0.59454 -0.67299
C5 -0.13586 -0.64891 -1.49766
O1 1.16447 -0.68801 -2.00587
N1 0.90333 -1.60450 1.33836
H1 0.96369 0.31491 3.45537
H2 -0.81779 0.59367 3.29096
H3 0.00088 -0.87063 3.82999
H4 -1.04580 -0.73379 1.34663
H5 1.40957 0.84719 0.43578
H6 -0.00124 1.47240 1.25227
H7 -1.56440 0.64245 -0.45604
H8 -0.19375 1.44811 -1.30411
H9 -0.79752 -0.73035 -2.36871
H10 -0.35478 -1.50667 -0.80331
H11 1.20916 0.05595 -2.62151
H12 1.21058 -2.11692 2.16668
H13 1.65653 -1.24907 0.74183
H14 -1.32033 0.89545 -4.39152
H15 -0.84296 2.03639 -3.51142
O2 -1.29179 1.17605 -3.47380

Forces on atoms 1 to 2 (eV/Å):
C 1.469 -0.883 1.536
C 0.762 0.880 -0.494

Charges obtained by Löwdin population analysis, quoted in units of e: number 1, C, carries -0.027; number 2, C, carries -0.346; number 3, C, carries -0.135; number 4, C, carries -0.175; number 5, C, carries -0.301; number 6, O, carries -0.040; number 7, N, carries 0.336; number 8, H, carries 0.109; number 9, H, carries 0.097; number 10, H, carries 0.093; number 11, H, carries 0.177; number 12, H, carries 0.130; number 13, H, carries 0.128; number 14, H, carries 0.131; number 15, H, carries 0.112; number 16, H, carries 0.109; number 17, H, carries 0.119; number 18, H, carries 0.099; number 19, H, carries 0.159; number 20, H, carries 0.153; number 21, H, carries 0.059; number 22, H, carries 0.062; number 23, O, carries -0.047

=====

(2)
Formula: C30H27F29N3O3P
Source: the OMol25 dataset
Level of theory: ωB97M-V with the def2-TZVPD basis set

Summary:
HOMO level, eV: -9.2750
Charge: 0
SMILES: C[C@@H](F)Cc1c([PH2]=O)c(CCN)cc2nc(C(F)(F)C(F)(F)C(F)(F)C(F)(F)F)c(CCC(F)(F)F)nc12.FC(F)C(F)(F)COC(F)(F)C(F)F.FC(F)C(F)(F)COC(F)(F)C(F)F
Calculated total energy, a.u.: -4786.892981
LUMO level, eV: -0.87

Cartesian coordinates (Å):
C1 -1.64884 -4.07759 0.29825
C2 -1.63831 -2.94232 1.30139
F1 -1.62771 -3.49373 2.57617
C3 -0.48904 -1.91737 1.13626
C4 0.67879 -2.49929 0.33487
C5 0.86511 -2.28548 -0.98323
P1 -0.24260 -1.30716 -2.06656
O1 -0.98190 -2.26393 -2.92880
C6 1.96542 -2.88391 -1.66409
C7 2.16326 -2.68161 -3.16403
C8 2.73674 -3.93369 -3.84868
N1 4.18947 -3.82009 -4.02242
C9 2.82118 -3.63034 -0.97182
C10 2.64743 -3.86615 0.37867
N2 3.55383 -4.65571 1.02391
C11 3.32242 -4.87219 2.27718
C12 4.32991 -5.78932 2.97527
F2 5.42876 -5.83964 2.20297
F3 4.73358 -5.30747 4.16941
C13 3.80180 -7.27643 3.06155
F4 4.23439 -7.90849 1.95025
F5 2.46066 -7.30546 2.99036
C14 4.32205 -8.06714 4.28509
F6 5.62919 -7.86967 4.43244
F7 3.62516 -7.61822 5.35342
C15 4.03411 -9.58909 4.21497
F8 2.74238 -9.81062 3.99207
F9 4.33636 -10.14096 5.39905
F10 4.77927 -10.18854 3.29173
C16 2.20091 -4.32270 2.94981
C17 1.97206 -4.63741 4.42045
C18 0.49088 -4.55928 4.81655
C19 0.12193 -3.33133 5.60546
F11 -0.03704 -2.23839 4.84351
F12 1.00812 -3.02348 6.56919
F13 -1.06486 -3.52687 6.22111
N3 1.33382 -3.53729 2.38002
C20 1.58139 -3.31734 1.05527
H1 -2.51547 -4.69811 0.53764
H2 -0.78146 -4.73000 0.37262
H3 -1.81169 -3.69618 -0.71040
H4 -2.57507 -2.39282 1.17863
H5 -0.10839 -1.68791 2.13086
H6 -0.84017 -0.98594 0.72404
H7 -1.16633 -0.58963 -1.31625
H8 0.51928 -0.36356 -2.78758
H9 1.16491 -2.56311 -3.58504
H10 2.77764 -1.80686 -3.37619
H11 2.44706 -4.81504 -3.26646
H12 2.26525 -4.06633 -4.82215
H13 4.63344 -3.42628 -3.20578
H14 4.57740 -4.72933 -4.23564
H15 3.67909 -4.08479 -1.44123
H16 2.34353 -5.61700 4.69045
H17 2.52143 -3.90107 5.01026
H18 0.19597 -5.41127 5.42709
H19 -0.17669 -4.58139 3.95907
F14 0.00081 3.69853 0.54955
C21 -0.27327 2.39506 0.69710
F15 0.75223 1.70331 0.13701
C22 -1.57700 1.98105 0.00748
F16 -1.47404 2.11401 -1.33056
F17 -1.70965 0.63775 0.25581
C23 -2.88952 2.63956 0.48249
O2 -3.42557 3.73029 -0.26259
C24 -3.01747 5.03653 -0.05570
F18 -2.28176 5.14044 1.06628
F19 -4.13448 5.76448 0.14754
C25 -2.30855 5.62457 -1.27990
F20 -1.24738 4.88282 -1.64409
F21 -1.85700 6.87090 -0.99387
H20 -0.30557 2.15569 1.76365
H21 -3.64501 1.86328 0.36349
H22 -2.86703 2.85742 1.55021
H23 -2.99285 5.68278 -2.12825
F22 -2.77528 10.10296 -5.88932
C26 -2.83885 8.82950 -5.47041
F23 -3.43949 8.11677 -6.45337
C27 -3.64385 8.67110 -4.17550
F24 -4.93898 8.98377 -4.37837
F25 -3.60770 7.33553 -3.87856
C28 -3.13711 9.40335 -2.91364
O3 -3.73244 10.64731 -2.54503
C29 -3.31122 11.85414 -3.07508
F26 -2.15241 11.71337 -3.74367
F27 -3.05259 12.66554 -2.02748
C30 -4.39700 12.53424 -3.91729
F28 -4.82059 11.73992 -4.91561
F29 -3.89607 13.66206 -4.46983
H24 -1.82258 8.44611 -5.34303
H25 -3.40699 8.74637 -2.08775
H26 -2.04897 9.46016 -2.89033
H27 -5.25458 12.79169 -3.29234

Forces on atoms 1 to 2 (eV/Å):
C -0.742 -0.144 0.337
C 0.087 0.381 -0.830

Charges obtained by Löwdin population analysis, quoted in units of e: number 1, C, carries -0.021; number 2, C, carries -0.349; number 3, F, carries -0.026; number 4, C, carries -0.072; number 5, C, carries -0.154; number 6, C, carries -0.193; number 7, P, carries 0.773; number 8, O, carries -0.431; number 9, C, carries -0.198; number 10, C, carries -0.151; number 11, C, carries -0.275; number 12, N, carries -0.005; number 13, C, carries 0.017; number 14, C, carries -0.170; number 15, N, carries 0.240; number 16, C, carries -0.103; number 17, C, carries -0.377; number 18, F, carries 0.133; number 19, F, carries 0.140; number 20, C, carries -0.344; number 21, F, carries 0.156; number 22, F, carries 0.156; number 23, C, carries -0.361; number 24, F, carries 0.194; number 25, F, carries 0.154; number 26, C, carries -0.549; number 27, F, carries 0.193; number 28, F, carries 0.177; number 29, F, carries 0.191; number 30, C, carries -0.164; number 31, C, carries -0.075; number 32, C, carries -0.056; number 33, C, carries -0.628; number 34, F, carries 0.132; number 35, F, carries 0.130; number 36, F, carries 0.121; number 37, N, carries 0.231; number 38, C, carries -0.140; number 39, H, carries 0.086; number 40, H, carries 0.087; number 41, H, carries 0.080; number 42, H, carries 0.139; number 43, H, carries 0.113; number 44, H, carries 0.060; number 45, H, carries 0.007; number 46, H, carries 0.036; number 47, H, carries 0.070; number 48, H, carries 0.126; number 49, H, carries 0.109; number 50, H, carries 0.109; number 51, H, carries 0.053; number 52, H, carries 0.067; number 53, H, carries 0.121; number 54, H, carries 0.093; number 55, H, carries 0.133; number 56, H, carries 0.135; number 57, H, carries 0.108; number 58, F, carries 0.110; number 59, C, carries -0.302; number 60, F, carries 0.089; number 61, C, carries -0.424; number 62, F, carries 0.130; number 63, F, carries 0.029; number 64, C, carries -0.031; number 65, O, carries 0.048; number 66, C, carries -0.531; number 67, F, carries 0.151; number 68, F, carries 0.151; number 69, C, carries -0.284; number 70, F, carries 0.106; number 71, F, carries 0.093; number 72, H, carries 0.177; number 73, H, carries 0.151; number 74, H, carries 0.148; number 75, H, carries 0.162; number 76, F, carries 0.104; number 77, C, carries -0.309; number 78, F, carries 0.096; number 79, C, carries -0.431; number 80, F, carries 0.138; number 81, F, carries 0.091; number 82, C, carries -0.037; number 83, O, carries 0.045; number 84, C, carries -0.534; number 85, F, carries 0.150; number 86, F, carries 0.146; number 87, C, carries -0.288; number 88, F, carries 0.104; number 89, F, carries 0.100; number 90, H, carries 0.173; number 91, H, carries 0.137; number 92, H, carries 0.146; number 93, H, carries 0.175

=====

(3)
Formula: C3H7N3O2
Source: the OMol25 dataset
Level of theory: ωB97M-V with the def2-TZVPD basis set

Summary:
HOMO level, eV: -9.5310
Charge: 0
SMILES: NC(=O)CNC(N)=O
Calculated total energy, a.u.: -433.286941
ΔE to the lowest compared entry with this formula, charge and spin, kJ/mol: 94.1
LUMO level, eV: 0.50

Cartesian coordinates (Å):
N1 1.86389 -0.82343 1.62028
C1 0.60151 -0.49594 1.17504
O1 -0.20678 0.05144 1.88884
C2 0.48683 -0.54181 -0.30936
N2 -0.89514 -0.69587 -0.80418
C3 -1.64780 0.50848 -0.87587
N3 -1.00045 1.70578 -1.09573
O2 -2.85575 0.44572 -0.93369
H1 2.19213 -0.50302 2.51610
H2 2.42834 -1.48664 1.12037
H3 0.96486 -1.44365 -0.76262
H4 0.99447 0.33887 -0.70573
H5 -1.36119 -1.45297 -1.26893
H6 -0.04423 1.92204 -0.88822
H7 -1.52068 2.47100 -0.67631

Forces on atoms 1 to 2 (eV/Å):
N -0.176 -0.242 -0.244
C 1.072 1.099 1.159

Charges obtained by Löwdin population analysis, quoted in units of e: number 1, N, carries 0.149; number 2, C, carries -0.534; number 3, O, carries 0.083; number 4, C, carries -0.133; number 5, N, carries 0.066; number 6, C, carries -0.603; number 7, N, carries 0.152; number 8, O, carries 0.051; number 9, H, carries 0.107; number 10, H, carries 0.092; number 11, H, carries 0.135; number 12, H, carries 0.115; number 13, H, carries 0.134; number 14, H, carries 0.073; number 15, H, carries 0.112

=====

(4)
Formula: C4H2O2
Source: the OMol25 dataset
Level of theory: ωB97M-V with the def2-TZVPD basis set

Summary:
HOMO level, eV: -10.4927
Charge: 0
SMILES: O=CC#CC=O
Calculated total energy, a.u.: -303.881525
ΔE to the lowest compared entry with this formula, charge and spin, kJ/mol: 336.8
LUMO level, eV: -0.95

Cartesian coordinates (Å):
O1 1.93788 0.54863 1.38160
C1 1.68330 0.52928 0.21800
C2 0.35100 0.49210 -0.88808
C3 -0.21571 -0.36995 -0.18805
C4 -1.62794 -0.72578 -0.08057
O2 -2.29696 -0.36245 -1.01673
H1 2.37838 0.71575 -0.57842
H2 -2.02741 -1.27871 0.76609

Forces on atoms 1 to 2 (eV/Å):
O -1.273 -0.075 -1.148
C 0.872 0.993 -0.186

Charges obtained by Löwdin population analysis, quoted in units of e: number 1, O, carries 0.094; number 2, C, carries -0.215; number 3, C, carries 0.097; number 4, C, carries -0.010; number 5, C, carries -0.259; number 6, O, carries 0.084; number 7, H, carries 0.092; number 8, H, carries 0.117

=====

Max |F| (eV Å⁻¹)
2.38 2.05 4.07 2.71